# C8H9Cl2N2

2 unconnected molecules or ions with the total composition C8H9Cl2N2 (ωB97M-V/def2-TZVPD, the Open Molecules 2025 dataset).

XYZ file:
```
21
Properties=species:S:1:pos:R:3:forces:R:3:lowdin_charge:R:1
C -1.281224 -0.249768 -2.988043 0.9 -1.2 1.2 0.20
C -1.181463 -0.741184 -1.867198 1.0 0.1 -0.9 -0.04
N -0.730804 -1.409018 -0.661257 -1.3 -2.0 0.1 -0.10
C -1.149860 -2.701564 -0.374761 -0.9 -2.2 0.1 0.04
C -0.779342 -3.584044 0.782129 2.7 4.7 1.1 0.07
C 0.171160 -2.856886 1.764738 -2.9 0.3 -4.7 0.09
C 0.468881 -1.445887 1.283964 0.5 -0.9 1.3 -0.04
N 0.081609 -0.770271 0.165042 0.5 -1.3 1.9 0.12
H -1.172817 0.052714 -4.074220 -0.6 -0.3 2.0 0.10
H -1.878074 -3.156677 -1.126122 1.2 1.0 1.0 0.16
H -1.138305 -4.639519 0.955421 0.3 1.5 -0.6 0.13
H 0.566420 -3.341867 2.699940 -0.4 0.9 -1.2 0.13
H 1.137934 -0.844321 1.986239 -1.0 -0.7 -1.4 0.14
Cl 2.418206 2.895840 -1.225911 0.0 0.0 0.0 0.55
C 1.272880 2.596838 0.104472 -0.1 -0.1 0.1 -0.69
C 0.253950 3.708514 0.243652 -0.1 -0.1 0.0 -0.67
Cl 0.988084 5.224539 0.816878 0.0 0.0 0.0 0.56
H 1.847929 2.462898 1.022117 0.0 0.2 -0.1 0.07
H 0.767854 1.656285 -0.120035 0.0 0.1 0.0 0.02
H -0.503497 3.426135 0.977451 0.1 0.0 0.0 0.07
H -0.248701 3.911928 -0.702838 0.1 0.0 0.1 0.07
```
Positions in Å, forces in eV/Å.

Summary:
- HOMO-LUMO gap (eV) = 6.578
- energy relative to the best compared isomer or geometry (same formula, charge and spin) (kcal per mole) = 66.9
- E_HOMO (eV) = -12.770
- energy (Ha) = -1339.67515
- charge = +1



# C37H57Ge2LuN2O3SeSi

A molecular structure, C37H57Ge2LuN2O3SeSi (ωB97M-V/def2-TZVPD, the Open Molecules 2025 dataset).

XYZ file:
```
104
Properties=species:S:1:pos:R:3:forces:R:3:lowdin_charge:R:1
Lu -2.098305 0.637070 0.499694 -1.1 0.1 0.9 1.59
C 5.146945 -3.191975 -1.072082 0.9 -0.1 -1.1 -0.25
Ge 3.637646 -2.338309 -0.136844 -0.8 0.2 0.3 0.68
C 3.876308 -2.563732 1.794354 0.2 -1.5 0.8 -0.27
C 1.890307 -3.218184 -0.502785 0.8 -0.9 -0.5 -0.28
Ge 2.994989 -0.041343 -0.900806 1.7 0.2 0.6 0.97
C 3.717845 -0.101114 -2.735749 0.2 0.7 -0.4 -0.43
C 5.109331 -0.156620 -2.955847 0.6 -0.6 -0.7 -0.13
C 5.636206 -0.505786 -4.232848 0.7 0.5 0.9 -0.07
C 4.795754 -0.598044 -5.353369 0.2 -0.4 1.7 -0.09
C 3.437196 -0.485389 -5.110110 0.0 1.0 0.0 -0.11
C 2.891122 -0.169038 -3.856892 0.3 -0.8 -0.4 -0.14
C 4.238132 1.320792 -0.102769 -1.2 0.1 0.4 -0.40
C 4.546830 2.430018 -0.863176 1.8 1.4 0.7 -0.14
C 5.362895 3.453064 -0.297685 -0.4 -0.7 -0.3 -0.07
C 5.967662 3.325777 0.969218 0.0 0.7 -1.9 -0.09
C 5.714265 2.165901 1.640871 1.0 -1.0 2.7 -0.11
C 4.734972 1.297166 1.206107 -0.3 -0.9 -0.7 -0.13
H 4.936845 -4.270237 -1.082917 0.0 0.1 0.2 0.02
H 6.172156 -3.073914 -0.621281 -1.2 0.1 -0.2 0.04
H 5.244499 -2.924046 -2.166004 -0.3 0.0 1.2 0.02
H 3.029047 -2.259759 2.437383 0.4 0.1 -0.5 0.01
H 4.811427 -2.154384 2.148073 0.1 0.7 0.1 0.00
H 4.057847 -3.657654 2.038679 -0.5 0.9 -0.6 0.04
H 1.066066 -2.489271 -0.431890 0.3 -0.6 0.4 -0.03
H 1.859745 -4.082948 0.202375 -0.6 0.7 -0.5 0.03
H 1.928757 -3.632771 -1.531330 -0.2 0.2 0.5 0.02
H 5.851219 0.067267 -2.158335 -0.8 -0.5 -0.4 0.12
H 6.743324 -0.688035 -4.260238 -1.2 0.4 -0.4 0.12
H 5.141549 -0.771002 -6.358816 0.2 -0.2 0.0 0.10
H 2.843302 -0.524810 -5.989463 -0.9 0.0 -0.5 0.08
H 1.814228 -0.003003 -3.756260 0.3 -0.2 -0.1 0.08
H 4.338272 2.475108 -1.917775 -0.4 0.2 -0.2 0.08
H 5.596647 4.300917 -0.921138 0.0 0.2 0.0 0.09
H 6.674583 4.098515 1.292134 -0.3 -0.5 0.0 0.11
H 6.329474 1.855110 2.561371 -1.3 0.9 -1.2 0.14
H 4.365189 0.528963 1.857412 0.3 -0.5 0.3 0.08
C 0.489761 -0.261241 3.224234 0.2 0.1 -2.0 -0.25
Si -1.338528 0.269655 3.198105 0.4 0.5 0.8 0.58
C -2.297068 -1.169903 4.079729 -0.9 0.7 -1.4 -0.64
C -3.728761 -0.624301 4.412115 -0.2 -0.2 1.6 -0.12
C -2.553711 -2.351023 3.059760 0.6 0.4 1.3 -0.11
C -1.483728 -1.602771 5.316731 0.9 0.6 -0.7 -0.10
C -1.239987 1.876846 4.372615 -1.6 0.1 -1.6 -0.60
C -1.307144 1.551012 5.911909 -0.7 0.1 -0.8 -0.10
C -2.437095 2.840680 3.842954 0.8 0.1 1.7 -0.13
C 0.010837 2.701870 3.995572 1.2 -1.2 2.7 -0.14
H 0.822312 -0.154549 4.237099 0.5 -0.3 0.6 0.01
H 1.111874 0.423900 2.574389 -0.5 -0.7 0.7 0.03
H 0.617403 -1.284865 2.804497 0.1 0.5 0.5 0.02
H -4.406080 -0.437456 3.602640 0.1 0.0 -1.3 0.05
H -3.815694 0.334709 4.973691 0.6 -0.7 0.0 0.06
H -4.317582 -1.377174 4.986203 0.5 0.3 0.0 0.09
H -3.123854 -2.057058 2.188603 -0.3 0.5 -0.1 0.01
H -3.162124 -3.087416 3.600919 0.2 -0.3 -0.3 0.09
H -1.619818 -2.791466 2.688516 -0.1 -0.1 0.3 0.07
H -0.999558 -0.704134 5.783398 -0.8 -1.2 -0.1 0.04
H -0.623075 -2.236604 5.010562 -0.6 0.2 0.1 0.09
H -2.093956 -2.153340 6.016241 -0.1 -0.1 0.4 0.08
H -2.191890 0.938234 6.279755 1.2 0.7 -0.8 0.09
H -1.387395 2.492092 6.429634 0.1 0.6 0.4 0.07
H -0.362683 1.075451 6.211841 -0.3 0.1 0.0 0.07
H -3.407154 2.379815 3.870097 -0.5 -0.6 -0.4 0.04
H -2.258511 3.327756 2.857967 0.1 -0.6 0.5 0.06
H -2.563580 3.661753 4.581943 0.3 -0.1 -0.4 0.08
H 0.918808 2.370672 4.617314 -1.1 0.2 -1.0 0.10
H -0.128390 3.727419 4.330339 -0.1 0.3 -0.4 0.07
H 0.280749 2.599419 2.962915 0.1 0.3 -0.6 0.04
N -0.722038 4.679289 -3.065216 -0.4 0.4 -0.7 0.02
C -1.718607 4.299924 -2.064861 -1.1 1.5 0.8 -0.14
C -1.148390 3.136561 -1.376948 -0.5 -2.6 2.1 -0.46
O 0.117801 2.885258 -1.565319 -1.4 0.7 -1.0 0.13
O -1.909205 2.410934 -0.641022 2.3 1.9 -1.4 -0.20
H -0.567798 5.690244 -3.208130 -0.3 -0.9 0.1 0.13
H -0.999928 4.226065 -3.943760 0.3 0.7 0.2 0.12
H 0.293148 3.564204 -2.370717 0.1 -0.4 1.2 0.15
H -2.731415 4.009568 -2.426723 0.7 0.2 0.0 0.13
H -1.942419 5.067785 -1.223121 0.6 -0.9 -1.5 0.19
C -5.899546 -0.077115 -4.399243 -0.1 1.0 1.0 -0.02
C -4.822693 -0.805942 -3.658237 -0.5 -0.9 0.2 -0.16
C -4.983563 -0.942679 -2.190534 1.3 0.3 2.4 -0.15
C -3.841447 -1.646110 -1.359887 1.0 2.0 1.6 -0.37
C -4.086706 -2.904312 -0.563261 -0.7 -1.2 -0.7 0.00
C -2.514570 -1.653530 -2.114619 -0.4 -0.3 -0.9 -0.11
C -1.249949 -1.435355 -1.567141 2.5 1.2 0.5 -0.11
O -0.947683 -0.728583 -0.491818 -0.7 -2.3 -2.1 -0.29
C -2.586298 -1.765441 -3.529751 1.0 -0.5 0.8 -0.14
C -1.401473 -2.084890 -4.404904 0.4 -0.6 -1.1 -0.03
C -3.765769 -1.451517 -4.239575 -1.2 0.2 -0.3 0.01
H -6.272128 0.700176 -3.703144 0.1 -0.3 -0.2 0.04
H -6.780863 -0.653718 -4.667996 0.1 -0.4 0.0 0.10
H -5.547744 0.489446 -5.251257 0.3 -0.3 -0.4 0.09
H -5.904706 -1.432951 -1.849944 -0.2 0.3 -0.7 0.17
H -5.187387 -2.983097 -0.430016 0.6 0.0 0.3 0.10
H -3.582356 -2.915999 0.436085 -0.3 0.1 -1.1 0.08
H -3.799286 -3.800251 -1.169518 -0.1 0.6 0.6 0.11
H -0.287415 -1.751293 -2.125505 -1.8 0.4 0.7 0.14
H -0.956315 -1.189837 -4.876496 -0.3 -0.1 0.4 0.11
H -1.676745 -2.713005 -5.297459 -0.2 0.5 1.0 0.11
H -0.593603 -2.633489 -3.918957 -0.2 0.2 0.2 0.08
H -3.835757 -1.707074 -5.296180 0.4 0.6 0.0 0.14
Se -5.333733 1.975307 -1.335745 0.6 -1.0 0.6 0.60
C -4.715794 0.244007 -1.145089 -0.6 0.1 -1.3 -0.81
N -3.906274 -0.434902 -0.317493 -0.4 -0.2 -2.4 -0.09
```
Positions in Å, forces in eV/Å.

Summary:
- HOMO-LUMO gap (alpha / beta) (eV) = 5.085 / 5.373
- energy relative to the best compared isomer or geometry (same formula, charge and spin) (kcal per mole) = 4.5
- E_HOMO (alpha / beta) (eV) = -9.449 / -9.739
- spin multiplicity = 2
- energy (Ha) = -9859.24895
- charge = +1



# C6H7NO

A molecular structure, C6H7NO (ωB97M-V/def2-TZVPD, the Open Molecules 2025 dataset).

XYZ file:
```
15
Properties=species:S:1:pos:R:3:forces:R:3:lowdin_charge:R:1
C -1.597563 1.171695 0.598798 4.2 1.0 1.1 -0.28
C -0.428907 -0.603993 -0.473361 1.2 -4.0 -2.8 -0.29
C 0.747605 -0.118206 -1.495103 -1.0 3.6 2.5 -0.08
C 1.847330 0.023781 -0.656183 0.2 -1.9 1.9 -0.09
C 1.668040 -0.784612 0.679963 0.8 1.5 0.2 -0.13
C 0.352960 -0.920318 0.866304 -3.5 0.3 1.0 -0.15
H -2.404459 1.887693 0.762758 -0.6 -0.4 -0.3 0.12
H -2.676695 0.255245 -0.874850 3.4 -0.7 0.5 0.18
H -0.638471 -1.880794 -0.833314 -0.3 3.9 0.9 0.20
H 0.326077 0.733912 -2.240587 1.6 -2.5 1.3 0.13
H 2.852148 0.507506 -0.423040 -1.3 -0.1 -2.2 0.11
H 2.553987 -0.814352 1.486314 -2.4 -0.2 -2.0 0.14
H -0.408195 -1.123919 1.796456 2.7 0.0 -2.3 0.16
N -1.620517 0.359158 -0.552811 -1.1 0.0 2.7 0.03
O -0.573340 1.307207 1.358657 -4.0 -0.5 -2.7 -0.05
```
Positions in Å, forces in eV/Å.

Summary:
- HOMO-LUMO gap (eV) = 9.162
- energy relative to the best compared isomer or geometry (same formula, charge and spin) (kcal per mole) = 115.2
- E_HOMO (eV) = -8.551
- energy (Ha) = -362.62983



# C8H28N8O8

6 unconnected molecules or ions with the total composition C8H28N8O8 (ωB97M-V/def2-TZVPD, the Open Molecules 2025 dataset).

XYZ file:
```
52
Properties=species:S:1:pos:R:3:forces:R:3:lowdin_charge:R:1
C 4.648330 -22.681332 -2.636296 -0.6 0.0 -0.2 -0.68
O 4.215023 -22.115112 -3.634019 0.2 0.0 0.1 0.00
N 5.973534 -22.710648 -2.310899 -0.7 -0.2 -0.2 0.16
N 3.814262 -23.328261 -1.768749 0.2 0.1 0.2 0.17
H 6.528543 -22.211730 -2.979617 0.4 0.0 0.3 0.10
H 6.242725 -23.024426 -1.385669 0.5 0.2 -0.3 0.04
H 4.145455 -23.964668 -1.062769 -0.2 0.0 0.0 0.05
H 2.832718 -23.279418 -1.960616 0.0 -0.1 -0.1 0.10
C 6.280484 -24.088604 1.320213 0.1 -0.3 0.4 -0.63
O 6.569719 -24.058518 0.121625 -0.2 0.0 0.0 -0.03
N 5.487744 -25.038483 1.867661 0.6 0.2 0.0 0.19
N 6.751877 -23.166909 2.208936 0.0 0.2 0.4 0.16
H 5.123688 -25.773646 1.278722 -0.4 0.2 0.1 0.08
H 5.325306 -25.045330 2.857727 -0.2 -0.2 -0.1 0.11
H 6.738485 -23.373578 3.192265 -0.1 0.1 -0.1 0.10
H 7.371206 -22.431538 1.925437 0.0 -0.1 -0.3 0.11
C 2.158183 -30.028813 1.927591 -0.2 -0.2 -0.1 -0.68
O 2.593894 -29.146583 2.634552 0.1 0.2 -0.1 0.04
N 1.523164 -31.130793 2.458200 0.1 -0.1 0.4 0.13
N 2.235665 -30.053090 0.559119 -0.2 -0.1 -0.1 0.15
H 1.390454 -31.101072 3.452699 0.0 0.0 0.0 0.10
H 0.955104 -31.781418 1.948658 0.0 0.2 -0.2 0.09
H 2.728163 -29.335588 0.057414 0.2 0.0 0.3 0.06
H 2.038983 -30.915737 0.085242 0.1 0.1 -0.1 0.09
C 4.134673 -26.628524 -0.996891 0.0 0.4 -0.3 -0.66
O 3.591900 -26.005425 -0.084520 -0.1 -0.3 0.1 -0.01
N 5.341437 -26.240203 -1.476672 -0.2 -0.5 0.4 0.19
N 3.566028 -27.707507 -1.602970 0.0 -0.3 0.2 0.16
H 5.763537 -25.497647 -0.932002 0.5 0.2 -0.5 0.05
H 5.683207 -26.592182 -2.352669 0.1 0.2 0.0 0.08
H 2.596986 -27.887563 -1.418814 0.0 0.1 -0.1 0.10
H 4.090034 -28.256868 -2.267251 -0.1 0.2 -0.2 0.06
C 9.700300 -25.500502 -3.793673 0.4 0.8 -0.6 -0.22
C 8.339448 -24.855973 -3.830655 -0.4 -0.4 0.8 -0.28
O 7.639059 -25.142520 -5.018798 0.2 0.2 -0.1 -0.05
O 10.518508 -24.861739 -4.799981 -0.2 -0.1 0.1 -0.08
H 9.630655 -26.552470 -4.071238 0.0 -0.1 0.3 0.11
H 10.137785 -25.337230 -2.807667 0.0 -0.3 0.1 0.12
H 8.410739 -23.788566 -3.602652 0.2 0.1 -0.4 0.11
H 7.737748 -25.245860 -3.001233 0.0 -0.2 -0.1 0.10
H 8.157672 -24.759783 -5.736821 -0.1 0.0 -0.1 0.09
H 11.361824 -24.611389 -4.418521 0.0 0.0 0.0 0.08
C 6.763348 -30.061131 -2.239004 -0.1 -0.3 -1.4 -0.26
C 6.860323 -28.972452 -3.309486 0.1 0.3 0.5 -0.23
O 5.548218 -28.515210 -3.655037 0.3 -0.2 -0.1 -0.09
O 8.012160 -30.384568 -1.685427 0.1 0.2 0.6 -0.05
H 6.317461 -30.945265 -2.723611 0.0 0.0 0.2 0.12
H 6.057364 -29.732991 -1.480625 0.3 0.1 0.4 0.12
H 7.407504 -29.294683 -4.198626 -0.1 -0.2 0.0 0.13
H 7.422209 -28.127255 -2.903749 -0.2 0.1 0.0 0.11
H 5.238011 -29.057913 -4.386033 -0.1 0.2 0.0 0.10
H 8.647950 -30.595943 -2.373536 -0.1 0.0 -0.1 0.09
```
Positions in Å, forces in eV/Å.

Summary:
- HOMO-LUMO gap (eV) = 9.098
- energy relative to the best compared isomer or geometry (same formula, charge and spin) (kcal per mole) = 0.9
- E_HOMO (eV) = -8.789
- energy (Ha) = -1361.72383



# C3H3Cl2NS

A single C3H3Cl2NS molecule (ωB97M-V/def2-TZVPD, the Open Molecules 2025 dataset).

XYZ file:
```
10
Properties=species:S:1:pos:R:3:forces:R:3:lowdin_charge:R:1
C -0.684247 -0.526224 -0.757376 2.9 0.7 1.0 -0.22
C -1.092134 0.516520 0.207276 -2.0 0.2 4.0 -0.86
C 1.343874 -0.403276 0.330508 0.0 0.8 1.4 -1.01
N 0.511765 -0.942357 -0.660581 -0.5 -0.9 -0.8 -0.04
S 0.406387 0.640361 1.556824 -2.1 -0.3 -2.9 0.76
Cl -1.542726 2.115910 -0.426074 0.2 -0.4 -0.3 0.55
Cl 2.631634 0.529122 -0.552388 -0.3 -0.7 0.7 0.54
H -1.185424 -0.916936 -1.591182 -1.5 -0.1 -0.8 0.11
H -2.044156 0.160524 0.847985 2.2 0.8 -1.5 0.11
H 1.655030 -1.173647 1.045005 1.0 0.0 -1.0 0.06
```
Positions in Å, forces in eV/Å.

Summary:
- HOMO-LUMO gap (eV) = 9.686
- energy relative to the best compared isomer or geometry (same formula, charge and spin) (kcal per mole) = 14.3
- E_HOMO (eV) = -9.539
- energy (Ha) = -1489.39114